(A)
Formula: C2
Source: OMol25
Level of theory: ωB97M-V/def2-TZVPD

The HOMO energy comes out at -9.57 eV. The calculation puts the lowest unoccupied orbital energy at -3.050 eV. The charge is 0.

```
2
C2 (ωB97M-V/def2-TZVPD)
C 0.000 0.000 0.927
C 0.000 0.000 -0.927
```

=====

(B)
Formula: C2
Source: OMol25
Level of theory: ωB97M-V/def2-TZVPD

The HOMO energy comes out at -8.34 eV. The calculation puts the lowest unoccupied orbital energy at -2.253 eV. The charge is 0.

```
2
C2 (ωB97M-V/def2-TZVPD)
C -1.163 0.162 -0.374
C 1.163 -0.162 0.374
```

=====

(C)
Formula: C2
Source: OMol25
Level of theory: ωB97M-V/def2-TZVPD

The HOMO energy comes out at -8.22 eV. The calculation puts the lowest unoccupied orbital energy at -2.249 eV. The charge is 0.

```
2
C2 (ωB97M-V/def2-TZVPD)
C 0.000 0.000 -1.282
C 0.000 0.000 1.282
```

=====

(D)
Formula: C2
Source: OMol25
Level of theory: ωB97M-V/def2-TZVPD

The HOMO energy comes out at -8.10 eV. The calculation puts the lowest unoccupied orbital energy at -2.412 eV. The charge is 0.

```
2
C2 (ωB97M-V/def2-TZVPD)
C -0.147 1.312 -0.199
C 0.147 -1.312 0.199
```

=====

Of them, (D) has the lowest stability.

=====

(A)
Formula: C2
Source: OMol25
Level of theory: ωB97M-V/def2-TZVPD

The HOMO energy comes out at -8.06 eV. The calculation puts the lowest unoccupied orbital energy at -2.469 eV. The charge is 0.

```
2
C2 (ωB97M-V/def2-TZVPD)
C 0.000 0.000 -1.355
C 0.000 0.000 1.355
```

=====

(B)
Formula: C2
Source: OMol25
Level of theory: ωB97M-V/def2-TZVPD

The HOMO energy comes out at -9.55 eV. The calculation puts the lowest unoccupied orbital energy at -3.033 eV. The charge is 0.

```
2
C2 (ωB97M-V/def2-TZVPD)
C 0.000 0.000 -0.931
C 0.000 0.000 0.931
```

=====

Of them, (A) has the lowest stability.

=====

(A)
Formula: C8H13NO
Source: OMol25
Level of theory: ωB97M-V/def2-TZVPD

The HOMO energy comes out at -9.52 eV. The calculation puts the lowest unoccupied orbital energy at 0.890 eV. The charge is 0.

```
23
C8H13NO (ωB97M-V/def2-TZVPD)
C -0.788 -0.183 -1.060
H -0.662 -0.309 2.044
H 3.093 1.122 -0.332
H -0.150 -2.705 -0.201
C 1.641 0.153 -0.169
C -0.824 1.461 0.632
O 2.196 0.512 -1.275
H 0.027 2.052 0.993
C 0.330 -0.566 -0.044
H 1.014 -2.296 1.073
C -0.719 -0.034 0.983
N 2.413 0.638 0.786
H -1.934 -1.702 0.118
C -1.796 -0.621 0.034
C 0.690 -2.051 0.052
H -2.776 -0.123 0.032
H -1.739 1.904 1.045
C -0.863 1.346 -0.924
H 1.512 -2.287 -0.638
H -0.796 -0.609 -2.070
H -0.021 1.857 -1.410
H -1.791 1.747 -1.353
H 1.942 0.693 1.684
```

=====

(B)
Formula: C8H13NO
Source: OMol25
Level of theory: ωB97M-V/def2-TZVPD

The HOMO energy comes out at -8.45 eV. The calculation puts the lowest unoccupied orbital energy at 0.591 eV. As for the SMILES: C=C[C@H](N)CC(=C)C(C)=O. The charge is 0.

```
23
C8H13NO (ωB97M-V/def2-TZVPD)
H 0.787 -0.126 -2.456
H 2.443 1.443 0.964
N -2.273 -1.302 0.750
H -0.640 3.019 -0.730
H 2.911 -0.287 0.667
H -0.894 -2.648 0.005
O -1.100 1.395 1.174
C -0.977 -1.560 0.145
C 0.826 0.108 0.507
C 2.117 0.436 0.759
H -1.547 -0.378 -1.668
H -2.358 -0.319 0.986
H 1.295 -1.545 -1.455
C -0.726 -0.896 -1.186
H 0.923 -1.910 1.201
H -0.258 -0.919 2.084
H 0.730 2.098 -1.375
C 0.172 -1.126 1.105
C -0.159 1.288 0.421
C 0.241 2.442 -0.473
H 0.944 3.086 0.069
H -3.025 -1.543 0.113
C 0.567 -0.757 -1.607
```

=====

Of them, (B) has the lowest stability.

=====

(A)
Formula: C5H11O2
Source: OMol25
Level of theory: ωB97M-V/def2-TZVPD

The HOMO energy comes out at -2.21 eV. The calculation puts the lowest unoccupied orbital energy at 3.513 eV. As for the SMILES: [O-]CCCCCO. The charge is -1.

```
18
C5H11O2 (ωB97M-V/def2-TZVPD)
C -0.287 0.216 -0.740
H 1.435 1.181 -1.680
H 1.653 1.698 1.268
H 2.097 2.883 0.018
H -0.166 -2.589 -0.194
H -2.855 -1.788 -0.139
C 1.251 2.138 0.324
O 0.083 2.773 0.404
O -2.034 -2.169 -0.460
C -0.896 -2.007 0.383
C 1.118 0.866 -0.684
C -0.410 -0.574 0.608
H -1.050 -2.678 1.262
H -1.188 0.008 1.106
H 0.529 -0.672 1.119
H -0.137 -0.505 -1.541
H -1.039 0.999 -0.782
H 1.895 0.220 -0.272
```

=====

(B)
Formula: C5H11O2
Source: OMol25
Level of theory: ωB97M-V/def2-TZVPD

The HOMO energy comes out at -3.94 eV. The calculation puts the lowest unoccupied orbital energy at 3.642 eV. The charge is -1.

```
18
C5H11O2 (ωB97M-V/def2-TZVPD)
O 0.965 -1.654 -1.154
C -1.194 0.872 0.887
H -1.812 -0.183 -0.938
C -2.385 1.775 1.282
H 3.537 -0.427 -0.186
O 2.812 -2.946 -1.039
C -1.554 -0.394 0.098
H -0.518 1.448 0.246
H 3.943 -0.778 -1.868
H -2.285 2.138 2.302
H -2.466 2.588 0.564
H 2.567 0.282 -1.492
H -0.551 0.564 1.715
C 2.204 -1.861 -1.132
H -0.687 -1.048 0.095
C 3.110 -0.605 -1.177
H -2.404 -0.924 0.547
H -3.281 1.153 1.249
```

=====

Of them, (A) has the lowest stability.